(1)
This record from OMol25 describes C4H4N4O in the gas phase in a non-equilibrium geometry. The level of theory is the ωB97M-V functional and the def2-TZVPD basis.

## Properties
HOMO: -10.3 eV
Total charge: 0
LUMO: 0.1 eV
Energy above the lowest of the compared OMol25 structures with the same formula, charge and spin: 5.737 eV
Structure (SMILES): N#CCN(CC#N)N=O
HOMO-LUMO gap: 10.4 eV

Structure (XYZ):
```
13
C4H4N4O, DFT the ωB97M-V functional and the def2-TZVPD basis
C -0.8353 -0.5713 1.0315
C -1.2937 -1.7180 0.0644
C 0.9255 0.3465 -0.7136
C 2.3659 0.1008 -0.1513
H -1.9970 -0.0620 1.4049
H -0.2597 -0.8975 1.7768
H 0.7859 -0.4885 -1.5179
H 0.8652 1.3162 -1.2810
N -1.1282 1.6440 0.2458
N -0.3131 0.5762 0.1453
N -1.4720 -2.4397 -0.8603
N 3.4047 -0.4051 0.2938
O -1.0481 2.5985 -0.4384
```



(2)
This record from OMol25 describes C4H7NO in the gas phase. The level of theory is the ωB97M-V functional and the def2-TZVPD basis.

## Properties
HOMO: -7.3 eV
Total charge: 0
LUMO: 0.3 eV
Energy above the lowest of the compared OMol25 structures with the same formula, charge and spin: 2.940 eV
Structure (SMILES): CC1=C([O-])C[NH2+]1
HOMO-LUMO gap: 7.6 eV

Structure (XYZ):
```
13
C4H7NO, DFT the ωB97M-V functional and the def2-TZVPD basis
C -1.8747 -0.0720 -0.1425
C -0.4320 0.1898 0.0822
N 0.5992 -0.8864 0.1694
C 1.6675 0.1862 0.0724
C 0.4979 1.2242 -0.0060
O 0.5335 2.4426 -0.1138
H -2.3188 -0.7511 0.6003
H -2.0961 -0.4809 -1.1427
H -2.4022 0.8839 -0.0636
H 0.6234 -1.4151 1.0464
H 0.6318 -1.5663 -0.5985
H 2.2437 0.0594 -0.8478
H 2.3268 0.1857 0.9442
```



(3)
This record from OMol25 describes 2 unconnected molecules or ions with the total composition C19H29NO4 in a non-equilibrium geometry. The level of theory is the ωB97M-V functional and the def2-TZVPD basis.

## Properties
HOMO: -6.3 eV
Total charge: 0
LUMO: -1.4 eV
Energy above the lowest of the compared OMol25 structures with the same formula, charge and spin: 6.356 eV
HOMO-LUMO gap: 4.9 eV

Structure (XYZ):
```
53
C19H29NO4, DFT the ωB97M-V functional and the def2-TZVPD basis
C 1.2206 0.4182 4.0776
C 0.2621 0.5678 2.8875
C 0.4997 -0.5760 1.9220
C -0.2254 -0.5851 0.5463
C -1.6578 -0.4778 0.4916
C -2.5821 0.4231 -0.2005
O -3.8061 0.3735 -0.0424
O -2.0867 1.3695 -1.0172
C -3.1039 2.3337 -1.3504
C -2.6611 3.2246 -2.4737
C -2.4069 -1.2559 1.4915
O -3.2819 -0.8575 2.2376
O -1.9184 -2.5105 1.6110
C -2.5903 -3.3108 2.5940
C -1.7896 -4.5886 2.7070
H 1.1249 1.2631 4.7548
H 0.9992 -0.4884 4.6425
H 2.2559 0.3709 3.7432
H -0.7899 0.5443 3.2313
H 0.4306 1.5169 2.3588
H 1.5680 -0.6341 1.6828
H 0.2837 -1.5357 2.4289
H 0.2129 0.1519 -0.2423
H 0.0272 -1.5865 0.1888
H -4.0240 1.8174 -1.6316
H -3.3192 2.9117 -0.4466
H -3.4197 3.9947 -2.6530
H -1.7194 3.7225 -2.2527
H -2.5538 2.6587 -3.4061
H -2.6332 -2.7755 3.5532
H -3.6151 -3.5159 2.2542
H -2.2893 -5.2947 3.3739
H -1.6681 -5.0509 1.7166
H -0.7926 -4.3643 3.1075
C 0.4913 1.0246 -3.5113
N 0.9414 0.5344 -2.2082
C 2.3348 0.6629 -1.9266
C 3.2309 -0.2241 -2.5464
C 4.5984 -0.1017 -2.3722
C 5.1108 0.9747 -1.6268
C 4.2332 1.8544 -0.9852
C 2.8610 1.7295 -1.1489
C 0.1643 -0.4900 -1.6141
H 1.3040 1.5955 -3.9606
H 0.2292 0.1882 -4.1677
H -0.3789 1.6686 -3.3503
H 2.8148 -0.9806 -3.2199
H 5.2723 -0.8207 -2.8397
H 6.2092 1.0772 -1.4902
H 4.6486 2.6679 -0.3752
H 2.1689 2.4670 -0.7366
H 0.6369 -1.5091 -1.7452
H -0.8216 -0.5731 -2.0610
```



(4)
This record from OMol25 describes a gas-phase ion, C5H9N2O2 (charge +1) in a non-equilibrium geometry. The level of theory is the ωB97M-V functional and the def2-TZVPD basis.

## Properties
HOMO: -15.0 eV
Total charge: +1
LUMO: -3.9 eV
Energy above the lowest of the compared OMol25 structures with the same formula, charge and spin: 3.424 eV
Structure (SMILES): CC1(C)C(=[NH2+])NOC1=O
HOMO-LUMO gap: 11.1 eV

Structure (XYZ):
```
18
C5H9N2O2, DFT the ωB97M-V functional and the def2-TZVPD basis
C -0.4291 1.0217 0.0141
C -0.9381 -1.0528 1.0178
C 0.1527 -0.3824 0.1101
C 1.5237 -0.3786 0.7379
C 0.0321 -1.1675 -1.2586
N -1.4571 1.1340 0.8192
N -0.0126 1.9146 -0.8442
O -1.1244 -2.1925 1.2056
O -1.7260 -0.0502 1.4877
H 1.5323 -0.2928 1.7907
H 2.1110 0.4238 0.4592
H 1.9458 -1.3488 0.5909
H 0.3427 -2.3000 -1.0482
H 0.6301 -0.7674 -1.9921
H -0.9476 -1.0840 -1.7529
H -1.9849 1.8882 1.2505
H 0.8202 1.7903 -1.5228
H -0.4709 2.8445 -1.0649
```



(5)
This record from OMol25 describes 2 unconnected molecules or ions with the total composition C24H28F2O4 in a non-equilibrium geometry. The level of theory is the ωB97M-V functional and the def2-TZVPD basis.

## Properties
HOMO: -5.9 eV
Total charge: 0
LUMO: -3.9 eV
Energy above the lowest of the compared OMol25 structures with the same formula, charge and spin: 2.044 eV
HOMO-LUMO gap: 2.0 eV

Structure (XYZ):
```
58
C24H28F2O4, DFT the ωB97M-V functional and the def2-TZVPD basis
C 3.3978 2.3834 3.6275
C 2.5361 1.1205 3.6169
C 1.5317 1.1091 2.4756
C 0.6427 -0.1491 2.4212
C 1.3310 -1.4307 2.1531
C 1.1370 -2.5964 2.9991
O 1.7927 -3.6238 3.0416
O 0.0608 -2.4043 3.8134
C -0.3131 -3.6053 4.5097
C -1.6724 -3.3869 5.1276
C 2.3349 -1.5784 1.1177
O 3.1718 -2.4503 0.9627
O 2.2350 -0.5384 0.2480
C 3.0642 -0.7518 -0.8990
C 2.7541 0.3415 -1.8901
H 4.0815 2.3664 4.4799
H 3.9941 2.4489 2.7123
H 2.7823 3.2858 3.7003
H 3.1740 0.2298 3.5440
H 1.9970 1.0331 4.5686
H 0.8689 1.9805 2.5673
H 2.0564 1.1858 1.5168
H 0.1191 -0.2835 3.3763
H -0.1054 0.0130 1.6299
H -0.3435 -4.4368 3.7938
H 0.4438 -3.8218 5.2772
H -1.9912 -4.3091 5.6158
H -1.6524 -2.5930 5.8807
H -2.4208 -3.1343 4.3690
H 4.1199 -0.7319 -0.5900
H 2.8358 -1.7392 -1.3242
H 3.3553 0.1842 -2.7887
H 1.6955 0.3338 -2.1827
H 2.9974 1.3318 -1.4849
F -4.8141 -2.2351 -2.9154
C -3.5686 -1.8991 -3.4019
C -2.8231 -2.8944 -4.0293
C -1.5549 -2.5395 -4.5203
C -1.0650 -1.2560 -4.3549
C -1.8112 -0.2424 -3.6648
C -1.1909 1.0293 -3.5290
C -1.6831 2.2702 -3.0373
C -0.8560 3.4257 -3.2405
C -1.2306 4.6816 -2.7961
C -2.4615 4.8786 -2.1469
C -3.2817 3.7655 -1.9805
F -4.4944 3.9465 -1.3499
C -2.9407 2.4856 -2.3941
C -3.1240 -0.5969 -3.2252
H -3.2145 -3.9021 -4.1343
H -0.9488 -3.2935 -5.0251
H -0.0866 -0.9860 -4.7585
H -0.2136 1.1006 -4.0149
H 0.0911 3.2913 -3.7674
H -0.5633 5.5326 -2.9406
H -2.7673 5.8568 -1.7869
H -3.6308 1.6715 -2.2152
H -3.7785 0.1267 -2.7572
```